1.
{
  "formula": "C7H33NO9",
  "method": "ωB97M-V with the def2-TZVPD basis set",
  "elements": ["C", "C", "C", "C", "C", "C", "C", "N", "H", "H", "H", "H", "H", "H", "H", "H", "H", "H", "H", "H", "H", "H", "H", "H", "H", "O", "H", "H", "O", "H", "H", "O", "H", "H", "O", "H", "H", "O", "H", "H", "O", "H", "H", "O", "H", "H", "O", "H", "H", "O"],
  "xyz": [[-0.456, -0.348, 1.192], [-1.154, 0.105, -0.085], [-1.666, -1.085, -0.885], [-0.784, -1.776, -1.841], [0.565, -1.508, -1.981], [1.354, -1.862, -3.161], [-1.485, -2.730, -2.707], [-0.348, 1.201, -0.708], [-1.030, -0.849, 1.952], [-0.058, 0.485, 1.781], [0.377, -1.066, 0.906], [-2.260, 0.796, 0.073], [-2.557, -0.853, -1.523], [-1.978, -1.852, -0.058], [1.220, -0.812, -1.383], [1.458, -2.952, -3.064], [0.901, -1.762, -4.226], [2.256, -1.353, -3.138], [-0.981, -3.685, -2.404], [-2.549, -2.774, -2.596], [-1.554, -2.553, -3.770], [-0.538, 1.173, -1.628], [0.646, 1.058, -0.671], [0.676, 1.487, 3.756], [-0.823, 1.735, 3.658], [-0.057, 1.749, 4.245], [-2.731, 2.225, 3.087], [-1.571, 2.340, 2.032], [-2.050, 1.643, 2.626], [-1.106, 2.627, 0.029], [-2.307, 3.413, -0.499], [-1.652, 3.375, 0.213], [0.560, 3.204, -1.086], [0.605, 4.176, -0.179], [1.197, 3.943, -0.917], [0.878, 1.145, -4.537], [1.402, 0.896, -3.182], [0.685, 1.325, -3.633], [2.871, 2.562, 1.164], [2.269, 2.879, -0.327], [2.699, 2.157, 0.329], [2.780, 0.389, 2.410], [3.467, -0.829, 1.544], [2.750, -0.554, 2.072], [0.990, -3.404, 1.842], [1.726, -2.402, 2.719], [1.317, -3.327, 2.726], [-0.655, -2.976, 3.294], [-1.772, -1.992, 3.540], [-1.525, -2.788, 2.998]],
  "e_homo_ev": -8.71,
  "max_force_ev_per_a": 4.4,
  "multiplicity": 1,
  "smiles": "C/C=C(\\C)C[C@@H](C)N.O.O.O.O.O.O.O.O.O",
  "e_above_lowest_ev": 4.5411,
  "orbital_gap_ev": 8.88,
  "e_lumo_ev": 0.17
}

***

2.
{
  "formula": "C7H36F3O15S",
  "method": "ωB97M-V with the def2-TZVPD basis set",
  "elements": ["C", "F", "F", "F", "S", "O", "O", "O", "O", "H", "H", "O", "H", "H", "O", "H", "H", "O", "H", "H", "O", "H", "H", "O", "H", "H", "O", "H", "H", "O", "H", "H", "O", "H", "H", "O", "H", "H", "C", "C", "C", "O", "H", "H", "H", "H", "H", "H", "H", "H", "C", "C", "C", "O", "H", "H", "H", "H", "H", "H", "H", "H"],
  "xyz": [[1.096, -0.533, 0.106], [-0.142, -0.571, -0.504], [1.764, -1.740, -0.059], [1.873, 0.398, -0.377], [1.018, -0.098, 2.033], [0.539, 1.321, 2.098], [-0.016, -1.070, 2.535], [2.308, -0.215, 2.684], [1.725, 3.419, 3.649], [1.331, 2.737, 3.105], [1.905, 4.137, 3.042], [-0.758, -3.824, 2.795], [-1.356, -4.016, 2.073], [-0.379, -2.973, 2.575], [4.953, -0.838, 2.696], [4.037, -0.662, 2.914], [5.451, -0.437, 3.408], [2.823, 1.111, 5.089], [2.824, 0.615, 4.270], [2.567, 1.997, 4.832], [3.438, -3.679, -1.434], [2.724, -4.248, -1.149], [3.783, -3.302, -0.624], [-2.613, -0.654, 3.177], [-1.728, -0.994, 3.047], [-2.507, 0.297, 3.183], [1.467, -1.183, 5.443], [1.278, -1.393, 4.528], [2.086, -0.454, 5.400], [-2.358, 1.890, 2.540], [-1.406, 1.918, 2.635], [-2.664, 2.698, 2.952], [-1.282, -3.314, -0.676], [-2.234, -3.211, -0.662], [-0.944, -2.458, -0.414], [0.482, 3.103, -0.042], [0.276, 2.293, 0.425], [0.977, 3.624, 0.590], [-2.964, 0.954, -1.128], [-3.976, 1.769, -1.986], [-3.346, 2.122, -3.313], [-5.196, 1.101, -2.142], [-3.353, 0.692, -0.144], [-2.068, 1.562, -0.999], [-2.670, 0.025, -1.615], [-4.204, 2.710, -1.484], [-2.642, 2.953, -3.258], [-4.099, 2.381, -4.057], [-2.792, 1.221, -3.576], [-5.170, 0.365, -2.757], [0.580, 0.696, -4.733], [1.264, -0.556, -4.139], [0.289, -1.710, -3.903], [2.399, -0.840, -4.897], [-0.259, 1.011, -4.113], [0.032, 0.353, -5.610], [1.365, 1.421, -4.948], [1.610, -0.290, -3.139], [0.034, -2.228, -4.828], [-0.675, -1.409, -3.496], [0.614, -2.512, -3.240], [2.889, -1.481, -4.378]],
  "e_homo_ev": -7.44,
  "max_force_ev_per_a": 3.9,
  "multiplicity": 1,
  "e_above_lowest_ev": 0.5483,
  "total_charge": -1,
  "orbital_gap_ev": 9.70,
  "e_lumo_ev": 2.25
}

***

3.
{
  "formula": "C7H3BrOS",
  "method": "ωB97M-V with the def2-TZVPD basis set",
  "elements": ["C", "C", "C", "C", "C", "C", "C", "O", "S", "Br", "H", "H", "H"],
  "xyz": [[0.255, 1.188, 1.929], [-0.140, 1.428, 3.060], [-0.302, -0.120, 0.025], [0.724, 0.855, 0.611], [0.141, -1.321, -0.286], [2.031, 0.020, 0.714], [3.220, 0.365, 1.157], [4.316, 0.771, 1.310], [1.739, -1.790, 0.237], [-0.932, 1.663, 4.700], [-1.406, 0.146, -0.076], [0.979, 1.600, -0.095], [-0.514, -2.188, -0.699]],
  "e_homo_ev": -8.11,
  "max_force_ev_per_a": 3.4,
  "multiplicity": 1,
  "smiles": "O=C=C1SC=C[C@H]1C#CBr",
  "e_above_lowest_ev": 0.0000,
  "orbital_gap_ev": 8.21,
  "e_lumo_ev": 0.10
}

***

4.
{
  "formula": "C7H3Cu4F7NO13S2",
  "method": "ωB97M-V with the def2-TZVPD basis set",
  "elements": ["Cu", "Cu", "Cu", "Cu", "C", "F", "F", "F", "S", "O", "O", "N", "S", "O", "O", "C", "F", "F", "F", "C", "O", "O", "O", "C", "O", "O", "O", "C", "C", "O", "C", "O", "O", "F", "H", "H", "H"],
  "xyz": [[-4.306, 0.189, 0.716], [-3.525, 6.094, -0.360], [0.393, 2.738, -1.101], [1.387, 6.937, 1.240], [0.763, -2.501, -1.555], [0.048, -3.394, -1.200], [1.161, -1.867, -0.546], [1.802, -3.064, -2.246], [-0.292, -1.320, -2.746], [-0.610, -2.082, -4.008], [-1.398, -0.934, -1.869], [0.714, 0.125, -2.964], [1.386, -0.153, -4.400], [2.377, -1.229, -4.457], [0.539, -0.117, -5.547], [2.435, 1.468, -4.513], [1.658, 2.445, -4.912], [3.036, 1.782, -3.304], [3.390, 1.209, -5.410], [-1.816, 3.091, 1.922], [-1.195, 4.176, 1.730], [-1.522, 2.119, 1.247], [-2.977, 3.176, 1.589], [-0.040, 6.316, -2.033], [-0.852, 5.459, -2.123], [-0.512, 7.095, -1.212], [1.031, 5.798, -1.637], [0.477, -4.907, 4.662], [-0.776, -5.100, 5.378], [-1.545, -3.947, 5.132], [-0.701, -2.889, 4.829], [-0.987, -1.670, 4.525], [0.523, -3.473, 4.547], [-0.599, -5.217, 6.639], [0.458, -5.147, 3.599], [1.351, -5.171, 5.257], [-1.276, -6.036, 5.129]],
  "e_homo_ev": [-16.05, -16.05],
  "max_force_ev_per_a": 10.0,
  "multiplicity": 5,
  "e_above_lowest_ev": 12.0690,
  "total_charge": 3,
  "orbital_gap_ev": [4.16, 2.11],
  "e_lumo_ev": [-11.89, -13.94]
}

***

5.
{
  "formula": "C7H4",
  "method": "ωB97M-V with the def2-TZVPD basis set",
  "elements": ["C", "C", "C", "C", "C", "C", "C", "H", "H", "H", "H"],
  "xyz": [[-1.899, 0.575, -0.157], [-1.966, -0.704, -0.157], [-1.051, 1.669, 0.044], [-1.073, -1.724, 0.118], [0.877, -0.022, -0.329], [0.232, -1.325, 0.194], [0.203, 1.442, 0.248], [1.848, -0.162, 0.043], [0.794, 0.163, -1.425], [0.977, -1.980, 0.687], [1.058, 2.069, 0.734]],
  "e_homo_ev": [-8.50, -8.68],
  "max_force_ev_per_a": 5.2,
  "multiplicity": 1,
  "smiles": "C1=C=C=CCC=C=1",
  "e_above_lowest_ev": 3.8922,
  "orbital_gap_ev": [7.31, 7.29],
  "e_lumo_ev": [-1.19, -1.39]
}

***

6.
{
  "formula": "C7H42O14",
  "method": "ωB97M-V with the def2-TZVPD basis set",
  "elements": ["C", "O", "H", "H", "H", "H", "C", "O", "H", "H", "H", "H", "C", "O", "H", "H", "H", "H", "C", "O", "H", "H", "H", "H", "C", "O", "H", "H", "H", "H", "C", "O", "H", "H", "H", "H", "C", "O", "H", "H", "H", "H", "O", "H", "H", "O", "H", "H", "O", "H", "H", "O", "H", "H", "O", "H", "H", "O", "H", "H", "O", "H", "H"],
  "xyz": [[0.772, 0.497, 4.224], [0.434, 0.734, 2.846], [0.669, -0.504, 4.640], [1.818, 0.816, 4.230], [0.166, 1.229, 4.753], [1.133, 0.402, 2.272], [-1.254, -3.720, -2.444], [-0.130, -4.569, -2.283], [-1.247, -2.709, -2.034], [-1.426, -3.519, -3.508], [-2.205, -4.236, -2.273], [-0.262, -4.933, -1.401], [-0.201, 3.912, -2.986], [-0.818, 4.146, -4.244], [-0.050, 2.824, -2.946], [0.785, 4.379, -3.052], [-0.886, 4.159, -2.180], [-0.203, 4.036, -4.969], [-2.898, -2.856, 0.720], [-2.726, -1.943, 1.793], [-2.282, -2.751, -0.173], [-2.921, -3.924, 0.949], [-3.916, -2.638, 0.391], [-1.920, -2.133, 2.294], [0.047, 3.759, 1.630], [0.425, 3.756, 0.248], [-0.798, 4.446, 1.730], [-0.265, 2.756, 1.909], [0.832, 4.142, 2.286], [0.723, 4.646, 0.041], [0.187, -0.281, 0.100], [0.471, 0.811, -0.746], [-0.832, -0.631, -0.098], [0.950, -1.052, 0.141], [0.018, 0.073, 1.124], [0.291, 1.650, -0.317], [-2.459, -0.128, -3.074], [-3.382, -0.074, -2.034], [-2.029, -1.133, -3.135], [-2.877, 0.121, -4.049], [-1.608, 0.537, -2.892], [-2.993, 0.105, -1.171], [3.321, 1.714, 0.577], [3.665, 2.155, 1.362], [2.693, 2.346, 0.200], [-2.650, 0.694, 0.661], [-2.577, 1.196, 1.477], [-2.693, -0.237, 0.946], [3.291, -2.419, 1.402], [2.848, -1.753, 1.969], [3.755, -2.993, 2.018], [3.279, -1.404, -1.612], [3.876, -0.691, -1.365], [2.841, -1.650, -0.788], [0.070, -2.479, 2.508], [0.498, -2.978, 3.212], [0.794, -2.188, 1.941], [2.354, -0.218, 2.734], [2.978, 0.260, 2.164], [2.560, 0.079, 3.628], [0.992, -0.074, -3.197], [0.307, 0.180, -3.823], [0.669, 0.256, -2.333]],
  "e_homo_ev": -9.43,
  "max_force_ev_per_a": 5.8,
  "multiplicity": 1,
  "e_above_lowest_ev": 8.7266,
  "orbital_gap_ev": 9.00,
  "e_lumo_ev": -0.43
}